# C63H68GeN4O2Zn

A structure of composition C63H68GeN4O2Zn at a distorted geometry (ωB97M-V with the def2-TZVPD basis set, the Open Molecules 2025 dataset).

```
! wB97M-V def2-TZVPD RIJCOSX def2/J DEFGRID3
* xyz 0 1
Zn -0.18378 0.96981 0.33625
O 1.25542 2.20607 -0.10643
C 1.14284 3.58036 -0.07326
C -0.34358 4.00791 0.08326
C -1.26485 3.48496 -0.97289
C -1.73916 4.31784 -1.97902
C -2.73705 3.86069 -2.82373
C -3.20356 2.56763 -2.66131
C -2.60240 1.74642 -1.71897
C -2.92183 0.28266 -1.63332
C -1.72382 -0.66479 -2.05467
O -0.92105 -0.82625 -0.91465
C -1.02583 -0.07392 -3.32294
C 0.24635 0.46884 -3.34942
C 0.75431 1.00658 -4.53317
C 0.00721 1.02002 -5.69588
C -1.26324 0.46013 -5.68653
C -1.76009 -0.08519 -4.51962
C -2.25112 -2.01686 -2.61691
C -1.32508 -2.84938 -3.24744
C -1.70679 -4.03272 -3.85689
C -3.04424 -4.40986 -3.87141
C -3.98160 -3.58121 -3.27853
C -3.58849 -2.39627 -2.66341
N -1.67596 2.20776 -0.87503
C 1.96571 4.20388 1.09970
C 3.28907 3.79362 1.25517
C 4.10416 4.33911 2.23195
C 3.60888 5.31180 3.09251
C 2.29155 5.71740 2.96338
C 1.48111 5.17533 1.97029
C 1.81336 4.21589 -1.31262
C 1.57785 5.52490 -1.72193
C 2.31167 6.09138 -2.75555
C 3.31744 5.37053 -3.38202
C 3.57880 4.07246 -2.96474
C 2.82625 3.50244 -1.94791
H -0.43305 5.09082 0.12159
H -0.67344 3.59572 1.03902
H -1.34846 5.32193 -2.07075
H -3.16093 4.50864 -3.58096
H -4.01457 2.18930 -3.26844
H -3.80910 0.08277 -2.23082
H -3.15374 0.03871 -0.59615
H 0.84295 0.49873 -2.44409
H 1.73946 1.44431 -4.53540
H 0.40644 1.47190 -6.59584
H -1.87524 0.45692 -6.58143
H -2.74862 -0.52892 -4.53755
H -0.28913 -2.53287 -3.28853
H -0.96051 -4.65551 -4.33803
H -3.35396 -5.32756 -4.35538
H -5.03261 -3.84470 -3.29713
H -4.36042 -1.76863 -2.23596
H 3.67747 3.03091 0.59226
H 5.13439 4.01385 2.31919
H 4.23836 5.73722 3.86485
H 1.88396 6.46255 3.63660
H 0.45686 5.52194 1.90992
H 0.83044 6.13135 -1.22210
H 2.10831 7.11099 -3.06213
H 3.89047 5.81489 -4.18585
H 4.36553 3.49327 -3.43370
H 3.00439 2.48190 -1.63362
C -3.98157 0.08428 1.49225
C -3.87314 -1.28818 2.09064
C -4.90922 -1.76279 2.89536
C -4.86176 -3.00541 3.49975
C -3.74649 -3.81070 3.31221
C -2.71460 -3.36452 2.51146
C -2.76560 -2.11200 1.89550
N -1.67188 -1.74697 1.04917
C -0.39461 -1.97021 1.42053
N -0.10468 -1.77345 2.73478
C -0.03973 -0.42650 3.24535
C -0.06365 0.69430 2.40548
C 0.19986 1.90226 3.05377
C 0.45970 2.00930 4.41189
C 0.46589 0.87005 5.19679
C 0.20853 -0.36513 4.62132
C 0.21700 -1.62111 5.45553
N 0.52259 -2.34405 0.55175
C 1.90475 -2.38754 0.94270
C 2.34167 -3.46204 1.71552
C 3.66145 -3.55111 2.11940
C 4.56078 -2.57024 1.72268
C 4.12518 -1.51599 0.93869
C 2.79413 -1.39014 0.54090
C 2.36932 -0.19416 -0.26523
H -4.50077 0.75097 2.18075
H -4.54769 0.06658 0.55793
H -3.00046 0.50269 1.29043
H -5.77204 -1.12336 3.04697
H -5.68367 -3.34117 4.11925
H -3.68693 -4.78723 3.77623
H -1.84563 -3.99023 2.34329
H -1.78813 -1.52794 0.05866
H 0.67977 -2.31876 3.05623
H 0.24767 2.81194 2.48475
H 0.66531 2.98095 4.84770
H 0.69616 0.92821 6.25537
H 0.29547 -1.36322 6.51104
H 1.06525 -2.27081 5.21033
H -0.70026 -2.19574 5.30808
H 1.63194 -4.23925 1.98051
H 3.98510 -4.38000 2.73575
H 5.59575 -2.62633 2.03493
H 4.83025 -0.75508 0.62162
H 3.13429 0.05985 -1.00042
H 2.23811 0.67761 0.38271
H 1.42637 -0.37038 -0.78943
C -1.56061 -7.76589 0.06412
C -1.71056 -6.24826 0.13421
C -1.66217 -5.59747 -1.24371
C -1.74749 -4.06607 -1.17187
Ge 0.09779 -3.31392 -1.09655
C 1.58869 -3.01329 -2.36928
C 2.75284 -3.95967 -2.08082
C 3.94601 -3.73670 -3.01296
C 3.59666 -3.88367 -4.49376
H -1.61533 -8.21262 1.05778
H -0.60030 -8.03519 -0.38056
H -2.35285 -8.20176 -0.54854
H -0.90439 -5.82963 0.74574
H -2.66018 -5.99598 0.61665
H -2.48410 -5.98144 -1.85480
H -0.72918 -5.90140 -1.73158
H -2.30993 -3.76880 -0.28564
H -2.25859 -3.67198 -2.04033
H 0.71991 -4.61743 -0.42136
H 1.88919 -1.96598 -2.29490
H 1.20375 -3.18085 -3.37080
H 2.40669 -4.99286 -2.19019
H 3.08239 -3.84625 -1.04533
H 4.71522 -4.46883 -2.75198
H 4.37385 -2.74449 -2.83384
H 3.09475 -4.83808 -4.67756
H 4.49566 -3.84946 -5.11139
H 2.93445 -3.08087 -4.82440
*
```

# C25H50BClN3O6P2S

A cluster of 3 separate species, C25H50BClN3O6P2S in total at a distorted geometry (ωB97M-V with the def2-TZVPD basis set, the Open Molecules 2025 dataset).

```
! wB97M-V def2-TZVPD RIJCOSX def2/J DEFGRID3
* xyz 1 1
C 0.45651 -0.02416 3.39269
C 1.07745 0.10604 2.37606
N 1.81977 0.29799 1.19925
C 2.96082 1.32173 1.47870
P 4.20486 0.53966 2.61300
S 5.99300 1.24202 2.60434
C 3.50614 1.61999 0.07361
C 4.29818 2.94136 -0.08831
C 3.83836 4.35261 0.32228
C 3.04892 5.17240 -0.68597
Cl 3.01134 4.42093 1.91967
C 2.40240 1.15814 -0.94941
C 2.07027 2.14448 -2.09300
C 3.18906 2.29924 -3.15236
N 2.85345 1.78377 -4.47608
B 2.86741 -0.23407 -1.66126
O 2.29874 -0.54359 -2.84483
O 3.83585 -1.08462 -1.13120
C 1.14084 0.82681 -0.05932
C 0.20513 -0.16212 -0.73531
C -1.26208 -0.26794 -0.34042
N -1.48795 -0.67786 1.05121
C -1.58733 -2.14802 1.15055
C -0.21731 -2.81022 1.05882
C -2.71638 -0.08991 1.54282
C -2.69667 0.31425 2.98107
O -3.67043 0.02980 0.82815
P 0.22134 2.39039 0.36556
O -0.58091 2.34670 1.60535
H -0.09162 -0.13242 4.29637
H 2.22661 -0.62717 1.01455
H 2.42477 2.11945 1.98849
H 3.53844 0.54181 3.84188
H 4.07985 -0.78920 2.14972
H 4.30144 0.87458 -0.05186
H 4.58250 3.01568 -1.13878
H 5.22822 2.76564 0.44878
H 4.76784 4.89412 0.50020
H 1.98742 4.92120 -0.71733
H 3.49768 5.06948 -1.67591
H 3.10340 6.22617 -0.40892
H 1.16762 1.80330 -2.60797
H 1.82552 3.13365 -1.70100
H 4.11180 1.81311 -2.80517
H 3.42873 3.36552 -3.22067
H 1.86754 1.58931 -4.57881
H 3.12436 2.43198 -5.20254
H 2.56008 -1.42048 -3.16123
H 3.60338 -1.71088 -0.44070
H 0.23613 0.07016 -1.80025
H 0.64125 -1.16497 -0.65428
H -1.68253 -1.00899 -1.03536
H -1.81510 0.64847 -0.55514
H -2.25677 -2.52558 0.36658
H -2.04699 -2.40634 2.10763
H -0.23765 -3.80207 1.51375
H 0.11746 -2.94088 0.02589
H 0.53029 -2.20755 1.58342
H -3.59536 0.88347 3.21035
H -2.67048 -0.57990 3.61165
H -1.80488 0.91031 3.17537
H 1.21305 3.37178 0.31408
H -0.49060 2.54789 -0.83080
C 0.29384 -6.37481 -2.10966
C 0.51870 -6.14950 -3.60527
C 0.67440 -4.63535 -3.66922
O 1.27270 -4.24209 -2.42498
C 1.23565 -5.34301 -1.50852
H 0.51612 -7.38691 -1.77777
H -0.74157 -6.14840 -1.84689
H 1.43782 -6.64134 -3.92778
H -0.29736 -6.50980 -4.22845
H -0.29801 -4.14217 -3.76844
H 1.31637 -4.30316 -4.48535
H 2.24595 -5.74878 -1.39378
H 0.90446 -4.97135 -0.53794
C -7.64169 1.21820 1.22947
C -7.51870 2.05342 2.50331
C -7.79467 1.01014 3.57955
O -7.30684 -0.22964 3.06724
C -7.02197 -0.10188 1.66983
H -7.13242 1.65160 0.36985
H -8.69342 1.08054 0.97087
H -6.50286 2.44337 2.60193
H -8.21102 2.89280 2.54618
H -8.86806 0.92103 3.77697
H -7.28955 1.22222 4.52297
H -5.93930 -0.09304 1.52750
H -7.43679 -0.96464 1.14643
*
```

# H4IN2P

An isolated molecule of H4IN2P at a distorted geometry (ωB97M-V with the def2-TZVPD basis set, the Open Molecules 2025 dataset).

Calculated values
* SMILES: NP(N)I

```
! wB97M-V def2-TZVPD RIJCOSX def2/J DEFGRID3
* xyz 0 1
N -0.41009 1.24442 0.13374
N -0.47505 -1.25159 -0.08008
P 0.24493 0.03596 -0.82865
I 3.06973 -0.02208 0.14140
H -1.41696 1.18284 0.22569
H -0.11980 2.17971 -0.11684
H -0.17789 -2.16873 -0.37688
H -0.71487 -1.20054 0.90162
*
```

Number 1: energy -6667.16265 hartree, HOMO level -7.888 eV. Number 2: energy -3163.94575 hartree, HOMO level -10.666 eV. Number 3: energy -750.98907 hartree, HOMO level -8.280 eV.